P:
{"formula": "C11H10N2", "method": "ωB97M-V/def2-TZVPD", "symbols": ["C", "C", "C", "C", "C", "C", "C", "C", "C", "C", "C", "N", "N", "H", "H", "H", "H", "H", "H", "H", "H", "H", "H"], "xyz": [[3.2014, -1.1745, -1.2261], [3.2899, 2.1833, 1.2742], [3.9348, -1.2490, -0.2757], [2.2517, 1.7176, 0.8254], [-2.9718, 0.4920, -0.7878], [-2.8345, -0.8102, -0.3977], [-1.7402, 1.1549, -0.5230], [-1.5898, -0.9774, 0.1943], [0.3483, 0.4208, 0.3187], [-1.3814, 2.4089, -0.5300], [-1.1673, -2.3437, 0.6779], [1.0694, 1.4002, 0.6343], [-0.8224, 0.1236, -0.0203], [2.8062, -1.3271, -2.2224], [4.2886, 2.3626, 1.4583], [-3.8260, 0.8871, -1.3968], [-3.6226, -1.5473, -0.4614], [-0.3248, 2.4713, -0.2320], [4.5030, -1.3076, 0.5944], [-2.1191, 3.1620, -0.4121], [-0.4043, -2.1792, 1.3736], [-2.0449, -2.8480, 1.3003], [-0.8443, -3.0204, -0.1663]], "lowdin_charge": [-0.018, 0.124, -0.002, -0.283, -0.028, -0.049, -0.279, -0.262, -0.045, 0.102, -0.029, 0.083, 0.022, 0.026, -0.009, 0.130, 0.118, 0.058, 0.005, 0.072, 0.035, 0.127, 0.100], "homo_lumo_gap_ha": [0.2369, 0.2509], "multiplicity": 1}

Q:
{"formula": "C11H10N2", "method": "ωB97M-V/def2-TZVPD", "symbols": ["C", "C", "C", "C", "C", "C", "C", "C", "C", "C", "C", "H", "H", "H", "H", "H", "H", "H", "H", "H", "H", "N", "N"], "xyz": [[1.2890, -0.9025, -0.4713], [2.1458, -0.0354, 0.0971], [1.7471, 1.2477, 0.4629], [0.5223, 1.6272, 0.3296], [0.1307, 2.9730, 0.7925], [-1.9697, 2.5718, 0.4696], [-1.8613, 1.2656, 0.2486], [-0.5180, 0.5885, 0.0339], [-0.1370, -0.6690, -0.4849], [-1.1182, -1.6992, -0.7653], [-1.1673, -2.8745, 0.1677], [2.4801, -2.4429, -1.6672], [0.8265, -2.6818, -1.4273], [3.0795, -0.7671, 0.4083], [2.6713, 1.9662, 0.6484], [1.1322, 3.4346, 1.0195], [-3.1013, 2.5780, 0.6084], [-2.9024, 0.7008, 0.3316], [-1.8893, -1.6378, -1.5372], [-0.1750, -2.9027, 0.7360], [-1.8616, -3.8465, 0.1580], [1.6948, -2.1034, -1.0071], [-1.0185, 3.6094, 0.8482]], "lowdin_charge": [-0.350, -0.054, -0.098, -0.195, -0.117, -0.174, -0.069, -0.043, -0.183, -0.116, 0.042, 0.139, 0.129, 0.177, 0.163, 0.116, 0.109, 0.139, 0.091, 0.064, 0.087, 0.049, 0.093], "homo_lumo_gap_ha": 0.3092, "multiplicity": 1, "smiles": "C=Cc1c(N)ccc2cnccc12"}

Q is preferred energetically. Next in line: 0.1593 hartree higher.

P:
{"formula": "C3H11NS", "method": "ωB97M-V/def2-TZVPD", "symbols": ["C", "C", "S", "H", "H", "H", "H", "H", "H", "C", "N", "H", "H", "H", "H", "H"], "xyz": [[-0.6113, -2.0491, 0.7741], [0.8034, -1.8445, 1.2852], [1.9008, -1.4709, -0.1271], [-0.6552, -2.8486, 0.0322], [-0.9805, -1.1316, 0.3188], [-1.2729, -2.3223, 1.5940], [0.8367, -1.0087, 1.9780], [1.1695, -2.7423, 1.7766], [2.9430, -1.0613, 0.6038], [-0.1254, 2.2214, -0.8668], [-1.1177, 2.7962, -1.7774], [-0.4903, 1.3872, -0.2604], [0.2405, 3.0056, -0.2053], [0.7284, 1.8672, -1.4384], [-1.4413, 2.0937, -2.4305], [-1.9277, 3.1081, -1.2567]], "lowdin_charge": [-0.194, -0.622, 0.667, 0.068, 0.052, 0.071, 0.063, 0.059, -0.158, -0.203, -0.076, 0.047, 0.066, 0.061, 0.050, 0.049], "homo_lumo_gap_ha": 0.3650, "multiplicity": 1, "smiles": "CCS.CN"}

Q:
{"formula": "C3H11NS", "method": "ωB97M-V/def2-TZVPD", "symbols": ["C", "N", "H", "H", "H", "H", "H", "C", "S", "C", "H", "H", "H", "H", "H", "H"], "xyz": [[5.4909, -1.5919, -1.1532], [4.5971, -1.8704, -2.2773], [5.0764, -1.7758, -0.1836], [6.4760, -1.8703, -1.5723], [5.6025, -0.4609, -1.1644], [3.6160, -2.0860, -2.2610], [4.8368, -1.4209, -3.1424], [-4.8112, 2.1044, 2.0335], [-3.3973, 0.9365, 2.2839], [-3.0861, 0.3221, 0.5530], [-5.6748, 1.9637, 2.6995], [-4.4817, 3.1065, 2.2743], [-5.1415, 2.0899, 0.9882], [-2.9974, 1.2711, 0.0406], [-3.9137, -0.4233, 0.4339], [-2.1920, -0.2947, 0.4471]], "lowdin_charge": [-0.188, -0.105, 0.061, 0.073, 0.068, 0.045, 0.046, -0.421, 0.670, -0.404, 0.030, 0.011, 0.032, 0.016, 0.038, 0.027], "homo_lumo_gap_ha": 0.3475, "multiplicity": 1, "smiles": "CSC.CN"}

P is preferred energetically. Next in line: 0.0479 hartree higher.

P:
{"formula": "C3H6N2O3", "method": "ωB97M-V/def2-TZVPD", "symbols": ["C", "C", "C", "H", "H", "H", "H", "H", "H", "N", "N", "O", "O", "O"], "xyz": [[0.1950, -0.0712, 1.0588], [-0.5515, -0.0350, -1.8055], [-1.4571, 0.3450, -0.6027], [2.1558, -0.6814, 3.1688], [2.1488, 0.0769, 0.1284], [-1.0859, -0.9420, -2.2550], [-0.7232, 0.6932, -2.6451], [-1.3033, 1.4537, -0.3326], [-2.4794, 0.0494, -0.7838], [0.4807, -0.2607, 2.2230], [1.1473, 0.4773, 0.0535], [1.9083, -0.5966, 2.2861], [0.6675, -0.2339, -1.1134], [-1.1030, -0.2748, 0.6194]], "lowdin_charge": [-0.408, -0.165, -0.171, 0.047, 0.168, 0.140, 0.125, 0.150, 0.119, 0.106, 0.125, -0.052, -0.176, -0.007], "homo_lumo_gap_ha": 0.3670, "multiplicity": 1, "smiles": "O/N=C1\\NOCCO1"}

Q:
{"formula": "C3H6N2O3", "method": "ωB97M-V/def2-TZVPD", "symbols": ["N", "C", "O", "C", "O", "C", "N", "H", "H", "H", "H", "H", "O", "H"], "xyz": [[-0.4872, 0.8299, 1.0251], [-0.1892, 0.3439, -0.2424], [-0.4357, 0.9885, -1.2679], [0.9868, -0.6779, -0.3190], [1.2045, -0.9913, -1.6519], [2.2172, -0.1278, 0.3139], [3.1687, 0.2963, 0.8127], [-2.1573, -0.0280, 0.8320], [-0.0611, 1.7208, 1.3009], [0.7083, -1.5825, 0.2471], [0.9206, -0.2059, -2.1547], [-0.5489, 0.2076, 1.8237], [-2.3917, -0.6582, -0.0696], [-2.9351, -0.1154, -0.6500]], "lowdin_charge": [0.096, -0.460, 0.085, -0.309, 0.006, -0.142, 0.163, 0.136, 0.136, 0.163, 0.102, 0.110, -0.125, 0.040], "homo_lumo_gap_ha": 0.4141, "multiplicity": 1, "smiles": "N#C[C@H](O)C(N)=O.O"}

Q is preferred energetically. Next in line: 0.1567 hartree higher.

P:
{"formula": "C3H6N2O3", "method": "ωB97M-V/def2-TZVPD", "symbols": ["C", "N", "C", "C", "N", "O", "O", "O", "H", "H", "H", "H", "H", "H"], "xyz": [[1.2119, -0.3212, 0.9730], [0.7509, -0.4209, -0.4557], [1.2232, 0.9522, 0.2578], [-0.7915, -0.2054, -0.7839], [-1.5919, -1.0143, 0.0529], [-0.6320, 1.2623, 0.2070], [1.9046, 1.8975, 0.0161], [-1.0027, -0.0592, -1.9736], [-0.7356, 2.0048, -0.4076], [1.3015, -0.9256, -1.1432], [-1.8928, -0.5191, 0.8813], [-2.3902, -1.3437, -0.4735], [0.4509, -0.5532, 1.7074], [2.1938, -0.7542, 1.1422]], "lowdin_charge": [0.013, 0.096, -0.400, -0.639, 0.127, -0.062, 0.123, 0.041, 0.099, 0.168, 0.083, 0.097, 0.119, 0.134], "homo_lumo_gap_ha": 0.3872, "multiplicity": 1}

Q:
{"formula": "C3H6N2O3", "method": "ωB97M-V/def2-TZVPD", "symbols": ["C", "C", "C", "H", "H", "H", "H", "H", "H", "N", "N", "O", "O", "O"], "xyz": [[-2.7491, -0.5094, 0.1693], [-0.4638, -0.0743, -0.1240], [2.8161, -0.7272, 0.0619], [-2.7699, -0.0483, 1.1658], [-3.0402, 0.2477, -0.5666], [-3.3507, -1.4208, 0.1323], [3.0044, -1.1170, -0.9430], [3.6139, -0.6151, 0.7906], [0.1362, 2.8481, 0.1249], [1.6809, -0.4120, 0.5211], [-0.6871, 1.1559, 0.0711], [-1.4516, -0.9997, -0.0722], [0.7286, -0.6032, -0.4958], [0.4517, 1.9484, -0.1186]], "lowdin_charge": [-0.081, -0.464, -0.001, 0.095, 0.093, 0.096, 0.094, 0.077, 0.111, 0.028, 0.068, -0.037, -0.022, -0.057], "homo_lumo_gap_ha": 0.3728, "multiplicity": 1, "smiles": "C=NO/C(=N\\O)OC"}

P is preferred energetically. Next in line: 0.0555 hartree higher.